ORCA calculation (the ωB97M-V functional and the def2-TZVPD basis) on a cluster of 4 separate species, C25H45ClN2O12P3 in total at a distorted geometry.

Calculated values
gap between HOMO and LUMO: 6.37 eV
highest occupied orbital energy: -0.3916 Ha

Geometry as ORCA input:
```
! wB97M-V def2-TZVPD RIJCOSX def2/J DEFGRID3
* xyz 1 1
C -1.10652 -1.19442 -3.24553
C 0.01308 -0.78282 -3.11850
C 1.37199 -0.18906 -3.12922
C 1.13313 1.30295 -2.96626
C 1.42663 1.92925 -1.76664
C 1.17574 3.29406 -1.64672
C 0.64161 3.96709 -2.70318
N 0.33158 3.36747 -3.86748
C -0.28010 4.17603 -4.94759
C -1.38284 5.15087 -4.47260
C -2.72277 4.79380 -5.16190
C -3.32863 3.55165 -4.50314
N -4.26847 3.84880 -3.43369
C -4.50107 5.01353 -2.74706
C -5.50938 4.77812 -1.85380
C -5.90219 3.41710 -1.97574
C -5.09905 2.88644 -2.95204
C 0.59296 2.05601 -4.00702
Cl 0.26085 1.27670 -5.48788
H -2.16462 -1.26624 -3.34257
H 1.92738 -0.58862 -2.28327
H 1.87720 -0.36552 -4.07645
H 1.85734 1.37661 -0.94319
H 1.40971 3.79285 -0.71886
H 0.44267 5.02508 -2.63284
H -0.69980 3.54757 -5.72294
H 0.53073 4.72143 -5.43229
H -1.07453 6.15384 -4.76205
H -1.56874 5.10498 -3.40029
H -2.55911 4.58394 -6.21693
H -3.36555 5.65922 -5.02015
H -2.55582 2.88258 -4.10412
H -3.87315 2.98292 -5.25735
H -3.94075 5.90864 -2.95150
H -5.91428 5.50458 -1.16942
H -6.67481 2.91220 -1.42429
H -5.11410 1.86334 -3.29128
C 2.77331 -6.38723 2.12586
O 1.76372 -5.38179 1.88308
P 2.22341 -4.03135 1.08518
O 2.89552 -3.20237 2.10879
O 0.68712 -3.62581 0.79124
C -0.20864 -3.35855 1.87242
O 2.69073 -3.34109 -0.31389
C 2.16940 -3.85305 -1.55741
H 2.29010 -7.22894 2.61319
H 3.21363 -6.72941 1.19008
H 3.55250 -5.98949 2.77660
H 0.31521 -2.95004 2.73653
H -0.73086 -4.27156 2.15580
H -0.94278 -2.63577 1.52314
H 1.14770 -3.49868 -1.69461
H 2.20522 -4.94062 -1.58399
H 2.78921 -3.47034 -2.36641
C -6.99681 -3.35521 3.02257
O -6.12782 -2.46567 3.75376
P -5.23933 -1.39654 2.88492
O -4.09911 -2.18559 2.37386
O -4.91300 -0.53534 4.21506
C -4.18997 -1.14766 5.28223
O -5.21721 -0.05455 1.96641
C -6.17416 0.99439 2.23376
H -7.54383 -3.95244 3.74641
H -7.71110 -2.79364 2.42084
H -6.40959 -4.01258 2.38034
H -3.50346 -1.90767 4.90977
H -4.88267 -1.59364 5.99585
H -3.62375 -0.36688 5.78558
H -5.86055 1.56703 3.10496
H -7.17347 0.59193 2.39503
H -6.19683 1.64953 1.36577
C 5.05448 -1.25543 2.21430
O 6.16799 -1.59044 3.07352
P 7.65416 -1.13792 2.57106
O 8.04272 -2.14194 1.56013
O 8.30766 -1.37292 4.02917
C 8.31582 -2.68818 4.58019
O 8.62004 0.12628 2.25531
C 8.55173 1.28784 3.10906
H 4.14347 -1.57049 2.70092
H 5.01497 -0.17524 2.04562
H 5.14665 -1.77515 1.26129
H 8.36931 -3.44406 3.79714
H 7.42238 -2.84529 5.18533
H 9.19172 -2.77091 5.22019
H 9.08304 1.09468 4.03959
H 7.51992 1.56691 3.32260
H 9.03580 2.10996 2.58763
*
```

ORCA calculation (the ωB97M-V functional and the def2-TZVPD basis) on a structure of composition C15H18N3O6S2W.

Calculated values
gap between HOMO and LUMO: 6.13 eV
relative energy (zero: lowest compared OMol25 entry of this formula, charge and spin): 0.0000 eV
highest occupied orbital energy: -0.6546 Ha

Geometry as ORCA input:
```
! wB97M-V def2-TZVPD RIJCOSX def2/J DEFGRID3
* xyz 3 1
W -0.68006 -1.34670 0.27180
C 7.19097 0.08825 -0.15179
C 5.70742 0.22417 -0.08731
C 4.91416 -0.89151 0.25008
C 3.55047 -0.79400 0.33331
C 2.95494 0.45494 0.07527
C 3.71652 1.58588 -0.26154
C 5.08489 1.45156 -0.33802
S 1.28525 0.65311 0.13882
O 0.84145 1.99023 0.01990
O 0.53676 -0.30935 -0.88202
N 0.58135 -0.22145 1.32598
C 0.47327 0.00173 2.75522
C -0.68754 -0.85115 3.22583
O -1.17217 -1.06498 4.24744
O -1.25413 -1.55200 1.97298
H 7.47436 -0.81476 -0.69287
H 7.59259 -0.00412 0.86091
H 7.65631 0.94882 -0.62518
H 5.39771 -1.83926 0.44822
H 2.95354 -1.65780 0.59915
H 3.24001 2.53761 -0.45227
H 5.68815 2.31181 -0.59548
H 0.25711 1.04173 3.01386
H 1.36245 -0.32186 3.30181
S 0.59998 -5.66230 -0.54653
C 0.22842 -4.22727 -0.28742
N -0.08127 -3.03205 -0.07457
O -2.07335 0.40911 0.12409
C -2.59974 -0.12807 -0.88155
O -2.13778 -1.30020 -1.18231
C -3.67303 0.50124 -1.71994
N -4.04299 1.85155 -1.14924
C -5.46710 1.75042 -0.56611
C -5.72208 0.25549 -0.48732
C -4.98793 -0.30025 -1.70622
H -3.25944 0.61845 -2.72403
H -4.00866 2.56940 -1.87502
H -3.37528 2.13073 -0.42497
H -6.12837 2.25093 -1.26944
H -5.48249 2.27736 0.38353
H -6.78765 0.03838 -0.51727
H -5.32738 -0.15957 0.44262
H -5.53365 -0.09216 -2.62633
H -4.80599 -1.37209 -1.66609
*
```

ORCA calculation (the ωB97M-V functional and the def2-TZVPD basis) on a structure of composition N4O12Pb at a distorted geometry.

Calculated values
gap between HOMO and LUMO: 1.96 eV
relative energy (zero: lowest compared OMol25 entry of this formula, charge and spin): 8.3491 eV
highest occupied orbital energy: -0.0006 Ha

Geometry as ORCA input:
```
! wB97M-V def2-TZVPD RIJCOSX def2/J DEFGRID3
* xyz -2 1
Pb -1.44653 3.09347 -0.13441
N 1.91647 -1.22953 0.94859
O 1.89847 -2.26753 0.27859
O 1.97547 -0.24653 0.28759
O 1.22547 -1.12353 1.96059
N 1.77547 3.35147 -1.48141
O 1.61647 4.34347 -2.20841
O 2.70347 2.70547 -1.83441
O 0.73047 2.91547 -0.91841
N -1.73953 0.36247 0.71659
O -0.98453 0.68847 -0.17541
O -1.40453 -0.29553 1.71059
O -2.64953 1.18047 0.88759
N -1.43453 -3.32653 -0.02841
O -1.15553 -3.14653 1.15859
O -2.40853 -3.89053 -0.30941
O -0.61853 -3.11453 -0.85841
*
```

ORCA calculation (the ωB97M-V functional and the def2-TZVPD basis) on an isolated molecule of C6H11NO at a distorted geometry.

Calculated values
gap between HOMO and LUMO (spin up / spin down): 8.09 / 7.19 eV
relative energy (zero: lowest compared OMol25 entry of this formula, charge and spin): 4.4514 eV
highest occupied orbital energy (spin up / spin down): -0.3048 / -0.2727 Ha

Geometry as ORCA input:
```
! wB97M-V def2-TZVPD RIJCOSX def2/J DEFGRID3
* xyz 0 1
C 1.19673 0.03647 1.75604
C 0.09705 0.18408 0.75043
C -1.25073 0.49456 1.29610
C 0.32052 -0.05016 -0.57453
C 1.70001 -0.42719 -1.07725
C -0.67345 0.08207 -1.59670
N -1.99634 0.11800 -1.47063
O -2.36605 -1.02957 -0.83078
H 0.93809 0.50395 2.70982
H 1.37887 -1.02211 1.96068
H 2.13626 0.48805 1.43830
H -1.22088 0.69386 2.36488
H -1.69711 1.34286 0.76821
H -1.92582 -0.34632 1.08866
H 1.71637 -0.49791 -2.16456
H 2.44886 0.31346 -0.78965
H 2.00984 -1.39660 -0.68381
H -0.29797 0.23993 -2.60617
H -2.51423 0.27257 -2.33904
*
```

ORCA calculation (the ωB97M-V functional and the def2-TZVPD basis) on a structure of composition C10H12BN3O4Pd at a distorted geometry.

Calculated values
gap between HOMO and LUMO: 4.28 eV
highest occupied orbital energy: -0.5988 Ha

Geometry as ORCA input:
```
! wB97M-V def2-TZVPD RIJCOSX def2/J DEFGRID3
* xyz 2 1
C 2.94945 -1.41235 1.56796
O 3.05612 -0.00788 1.86921
B 3.03537 0.78420 0.77807
O 4.02347 1.65021 0.45494
C 1.65849 0.68856 -0.13610
N 0.55803 0.27256 0.49123
C -0.54229 0.18799 -0.23598
C -1.76599 -0.28620 0.43673
C -1.71198 -0.58319 1.90177
N -1.28051 0.62805 2.64966
C -2.93533 -0.43841 -0.26970
C -2.90201 -0.14642 -1.68815
O -4.03057 -0.27093 -2.41445
C -1.70226 0.36453 -2.31979
C -0.54180 0.51496 -1.61963
N 0.57158 0.97513 -2.28876
C 1.62608 1.05823 -1.55042
O 2.78017 1.42006 -2.10611
H 2.01303 -1.82726 1.92495
H 3.76564 -1.91742 2.06717
H 3.04783 -1.64032 0.50287
H 4.76713 1.18201 0.05178
H -2.70927 -0.87966 2.20651
H -1.02812 -1.40251 2.10517
H -1.98673 0.82172 3.35313
H -1.31012 1.44268 2.04426
H -3.82888 -0.78129 0.23176
H -3.95479 -1.12960 -2.90035
H -1.75288 0.60544 -3.37230
H 2.90160 2.38146 -2.12006
Pd -2.77046 -2.25436 -1.61539
*
```

ORCA calculation (the ωB97M-V functional and the def2-TZVPD basis) on a structure of composition C37H52N10PS2Sr at a distorted geometry.

Calculated values
gap between HOMO and LUMO: 4.00 eV
relative energy (zero: lowest compared OMol25 entry of this formula, charge and spin): 0.8561 eV
highest occupied orbital energy: -0.0634 Ha

Geometry as ORCA input:
```
! wB97M-V def2-TZVPD RIJCOSX def2/J DEFGRID3
* xyz -1 1
Sr -0.31263 -0.84657 -0.44323
C 0.19904 -3.94996 1.99566
C 0.22969 -3.66949 0.51053
C 1.43571 -3.27592 -0.09416
C 2.66924 -3.17839 0.77681
C 1.49203 -2.99836 -1.46776
C 2.75933 -2.48391 -2.11096
C 0.32896 -3.15135 -2.24188
C 0.38229 -3.00187 -3.74497
C -0.88495 -3.48982 -1.62921
C -2.16518 -3.55236 -2.43111
C -0.93153 -3.79386 -0.25867
C -2.22250 -4.24940 0.38274
H 0.57397 -4.95492 2.21383
H -0.80562 -3.86554 2.40041
H 0.81444 -3.23812 2.54445
H 3.58458 -3.18455 0.19420
H 2.71543 -4.01684 1.47184
H 2.65974 -2.26006 1.37260
H 3.30771 -3.28317 -2.61987
H 3.41755 -2.02048 -1.38288
H 2.52683 -1.69642 -2.82303
H 1.40402 -2.95796 -4.10841
H -0.11069 -2.08978 -4.08597
H -0.10689 -3.85266 -4.22280
H -2.43347 -4.59403 -2.63560
H -2.04834 -3.08116 -3.40251
H -2.99077 -3.06617 -1.91415
H -2.03798 -5.06183 1.08537
H -2.93740 -4.60540 -0.35331
H -2.70635 -3.43422 0.92838
N -1.85428 1.35646 3.90142
C -1.71178 0.86483 2.61889
S -1.56082 -0.85617 2.45769
N -1.77266 1.78238 1.69017
N -1.80966 1.27593 0.41961
C -2.11567 2.10741 -0.48504
C -2.25803 1.68885 -1.88384
C -2.56763 2.64748 -2.84132
C -2.73734 2.26735 -4.15980
C -2.60239 0.92770 -4.47932
C -2.27776 0.04424 -3.45996
N -2.10487 0.39441 -2.19379
H -1.50887 0.75479 4.62995
H -1.67139 2.34415 3.99966
H -2.29586 3.15422 -0.23836
H -2.65232 3.68406 -2.54062
H -2.96161 3.00249 -4.92188
H -2.71505 0.56578 -5.49166
H -2.14737 -1.00606 -3.68712
C -6.06643 1.16843 -1.71406
N -5.53900 1.01330 -0.37657
C -5.39200 2.02022 0.57019
C -4.75389 1.48142 1.62383
N -4.52351 0.15657 1.31828
C -4.98722 -0.14070 0.08264
S -4.92973 -1.61038 -0.73145
H -6.70147 2.05214 -1.74258
H -6.64431 0.28367 -1.97191
H -5.25527 1.27482 -2.43715
H -5.75419 3.01778 0.39923
H -4.41647 1.91972 2.54477
H -3.86928 -0.44617 1.80759
C 4.24378 0.12629 4.76990
N 2.88396 0.07385 5.30453
C 2.47678 1.43829 5.63510
N 2.58186 2.38724 4.53210
C 3.95120 2.35442 4.02312
N 4.40964 1.02373 3.63401
C 3.66552 0.54140 2.46369
P 1.81605 0.38579 2.71065
C 1.96140 -0.52734 4.33245
C 1.61377 2.07665 3.47264
H 4.54619 -0.88116 4.47448
H 4.90583 0.46741 5.57129
H 3.12034 1.79105 6.44658
H 1.44427 1.42232 5.99307
H 4.61301 2.72293 4.81252
H 4.02572 3.02126 3.16241
H 4.06218 -0.43658 2.17431
H 3.84783 1.21548 1.62515
H 2.28229 -1.55432 4.13050
H 0.96641 -0.59840 4.78172
H 0.60688 2.15697 3.88565
H 1.69318 2.81866 2.67533
C 1.25899 0.56911 -4.47524
C 1.83457 1.67330 -3.63970
C 2.52365 2.70787 -4.24701
C 3.04935 3.78633 -3.53705
C 2.84343 3.80210 -2.15396
C 2.16699 2.79412 -1.50134
C 1.94442 2.84176 -0.02140
C 1.62875 1.62947 -2.19973
N 1.00134 0.67232 -1.55206
H 1.72317 0.53245 -5.46574
H 0.17752 0.68603 -4.61073
H 1.39145 -0.38954 -3.97187
H 2.65430 2.67328 -5.32853
H 3.58851 4.58144 -4.03811
H 3.22305 4.63884 -1.56814
H 2.44031 3.70736 0.43205
H 2.30958 1.91497 0.43283
H 0.87442 2.86634 0.22068
*
```

ORCA calculation (the ωB97M-V functional and the def2-TZVPD basis) on an isolated molecule of C4H8O2 at a distorted geometry.

Calculated values
gap between HOMO and LUMO: 10.93 eV
relative energy (zero: lowest compared OMol25 entry of this formula, charge and spin): 1.1153 eV
highest occupied orbital energy: -0.3728 Ha

Geometry as ORCA input:
```
! wB97M-V def2-TZVPD RIJCOSX def2/J DEFGRID3
* xyz 0 1
C -1.34585 1.19249 -0.04985
C 0.13611 0.98388 0.00918
O 0.90572 1.87578 0.35837
C 0.67234 -0.35088 -0.42467
C 0.10023 -1.51308 0.42095
O 2.09999 -0.44345 -0.42893
H -1.84012 1.20954 1.00463
H -1.80670 0.35415 -0.75028
H -1.59634 2.24926 -0.48126
H 0.27770 -0.49472 -1.42871
H -0.96135 -1.54553 0.36832
H 0.47516 -2.43226 0.01676
H 0.44785 -1.46274 1.47770
H 2.43525 0.37756 -0.09222
*
```

ORCA calculation (the ωB97M-V functional and the def2-TZVPD basis) on a structure of composition CaH8N5O19 at a distorted geometry.

Calculated values
gap between HOMO and LUMO: 2.68 eV
relative energy (zero: lowest compared OMol25 entry of this formula, charge and spin): 9.5740 eV
highest occupied orbital energy: -0.0171 Ha

Geometry as ORCA input:
```
! wB97M-V def2-TZVPD RIJCOSX def2/J DEFGRID3
* xyz -3 1
Ca -0.27667 0.14785 -0.14001
N 2.76112 0.32352 4.44078
O 2.25942 1.04590 5.36826
O 4.01920 0.24363 4.30555
O 1.97894 -0.17901 3.68672
N -4.21663 4.16319 -1.29780
O -3.27659 3.37476 -1.30342
O -4.52789 4.98056 -2.21614
O -4.99845 4.10911 -0.42214
N -3.31991 -0.58761 4.11696
O -3.63834 -1.81502 4.26754
O -3.08275 0.12154 5.10514
O -3.03389 -0.15779 2.98907
N 1.54017 4.59620 1.62399
O 1.73839 3.73801 0.74548
O 2.20792 5.65606 1.46424
O 0.75101 4.39677 2.53917
N 5.13894 -2.58650 -1.03043
O 6.06831 -2.29759 -0.39050
O 5.12556 -3.48073 -1.80774
O 4.11473 -1.93633 -0.99732
O -2.95021 -1.42390 -2.64022
H -3.15966 -1.04675 -3.49470
H -3.71407 -1.95679 -2.41936
O 0.62875 -3.38385 -4.55915
H -0.21357 -3.78306 -4.77678
H 0.41227 -2.69309 -3.93287
O 1.01627 0.84109 -3.68584
H 0.70757 1.19389 -4.52039
H 1.93587 0.62601 -3.84166
O -0.55510 -3.72006 0.82612
H -0.39237 -4.55416 0.38563
H -1.04825 -3.95584 1.61189
*
```

no.,DFT total energy (eV)
1,-94586.848
2,-56071.939
3,-35758.600
4,-9934.003
5,-27360.782
6,-85912.007
7,-8372.166
8,-64899.378